This record from the OMol25 dataset describes 2 unconnected molecules or ions with the total composition C3H6OS2 in a non-equilibrium geometry. The level of theory is ωB97M-V with the def2-TZVPD basis set.

The geometry in XYZ format:
```
12
Properties=species:S:1:pos:R:3:forces:R:3:lowdin_charge:R:1
C 0.397 -0.424 -1.253 -2.7 0.7 -0.8 -0.17
C 1.327 0.428 -0.418 -1.4 0.3 -0.7 -0.15
C 0.205 -0.326 0.238 1.0 -2.8 2.3 -0.51
O -1.412 1.678 0.455 -1.2 2.2 -0.7 -0.43
S -2.897 -0.690 1.004 -6.5 -3.2 -0.2 0.31
S -1.255 0.366 0.982 7.1 0.2 -0.3 0.27
H -0.486 0.075 -1.838 1.9 -0.8 1.1 0.14
H 0.744 -1.330 -1.756 0.0 0.3 0.5 0.10
H 2.152 -0.217 -0.279 1.8 0.7 0.2 0.08
H 1.288 1.549 -0.551 0.5 -1.6 0.5 0.14
H 0.526 -1.384 1.276 -0.9 3.0 -3.4 0.23
H -0.590 0.274 2.139 0.4 0.8 1.6 -0.01
```
Positions in Å, forces in eV/Å.

Expectation value of S²: 2.005
Charge: 0
HOMO energy (spin up / spin down), eV: -4.91 / -9.95
Maximum force, eV/A: 7.22
Frontier orbital gap (spin up / spin down), eV: 5.27 / 6.94
Spin multiplicity: 3

=====

This record from the OMol25 dataset describes 3 unconnected molecules or ions with the total composition C5H15NO4 in a non-equilibrium geometry. The level of theory is ωB97M-V with the def2-TZVPD basis set.

The geometry in XYZ format:
```
25
Properties=species:S:1:pos:R:3:forces:R:3:lowdin_charge:R:1
C 1.923 0.929 -0.453 0.4 1.1 -1.3 -0.11
C 0.662 0.678 -1.234 -0.9 1.2 2.3 -0.22
C -0.374 0.090 -0.206 -3.2 0.6 -6.0 -0.26
C -1.731 0.271 -1.292 1.8 -3.4 1.6 -0.15
O -2.124 -1.043 -1.710 -0.3 0.0 -0.1 -0.09
N -0.703 0.820 0.936 0.5 0.3 4.0 0.02
C -0.678 0.185 2.201 0.1 -1.1 -2.6 -0.29
O -0.442 -1.005 2.218 0.0 0.4 1.1 0.01
H 2.713 1.223 -1.157 0.4 -0.7 0.5 0.08
H 1.805 1.814 0.149 -0.1 0.0 -0.1 0.03
H 2.109 0.130 0.253 0.6 -0.3 -0.2 0.09
H 0.177 1.638 -1.606 1.0 -0.8 0.4 0.12
H 0.753 0.069 -2.119 0.0 -0.6 0.0 0.10
H -0.302 -0.992 -0.034 0.2 0.7 0.3 0.13
H -2.516 0.692 -0.698 -0.5 1.0 -0.2 0.10
H -1.393 0.684 -2.234 -0.4 0.9 0.4 0.09
H -2.779 -1.390 -1.100 0.0 -0.1 0.1 0.08
H -1.024 1.773 0.974 0.1 0.1 -0.7 0.14
H -0.939 0.768 3.087 0.0 0.3 -0.1 0.13
O 0.853 -3.177 -2.246 0.3 0.8 0.5 -0.06
H 0.332 -2.776 -1.538 -0.5 -0.4 -0.1 0.02
H 1.596 -2.558 -2.222 0.2 -0.4 -0.4 0.03
O 1.895 2.106 2.248 0.2 -0.3 0.7 -0.06
H 2.455 2.751 2.688 -0.1 0.2 -0.1 0.05
H 1.316 2.563 1.640 0.0 0.4 0.1 0.01
```
Positions in Å, forces in eV/Å.

Charge: 0
SMILES: CC[C@H](CO)NC=O.O.O
HOMO energy, eV: -8.73
Maximum force, eV/A: 6.78
Frontier orbital gap, eV: 9.10

=====

This record from the OMol25 dataset describes 2 unconnected molecules or ions with the total composition C7H8N2O in a non-equilibrium geometry. The level of theory is ωB97M-V with the def2-TZVPD basis set.

The geometry in XYZ format:
```
18
Properties=species:S:1:pos:R:3:forces:R:3:lowdin_charge:R:1
C -3.054 0.385 0.155 -2.6 0.3 0.9 -0.07
C -1.949 1.301 0.125 -2.0 2.0 1.4 -0.14
C -2.513 -0.847 0.004 -1.3 -0.8 0.4 -0.07
C 2.910 -0.942 0.670 3.0 -0.2 1.8 -0.07
C 2.193 -0.152 -0.035 -0.5 1.3 -1.4 -0.15
C -0.297 -1.597 -0.525 1.6 -3.0 0.2 -0.12
C 2.041 1.226 -0.559 0.4 -0.9 -1.1 -0.13
N -0.846 0.650 -0.062 1.1 1.2 -0.2 0.07
N -1.192 -0.632 -0.139 0.6 -1.4 -0.5 -0.14
O -0.418 -2.815 -0.524 -0.2 3.6 0.0 0.07
H -4.157 0.552 0.414 2.0 0.0 -0.6 0.13
H -2.070 2.436 0.442 0.8 -2.6 -1.2 0.15
H -2.894 -1.882 0.099 0.2 1.0 -0.4 0.15
H 3.915 -0.540 1.274 -2.5 -1.1 -1.5 0.12
H 2.689 -2.010 0.663 0.2 0.2 0.4 0.04
H 2.830 1.812 -1.077 0.0 -1.1 0.3 0.09
H 1.675 1.815 0.195 -0.5 1.6 2.5 0.03
H 1.137 1.242 -1.123 -0.3 -0.1 -1.2 0.03
```
Positions in Å, forces in eV/Å.

Charge: 0
HOMO energy (spin up / spin down), eV: -7.80 / -8.81
Maximum force, eV/A: 3.61
Frontier orbital gap (spin up / spin down), eV: 7.49 / 9.06

=====

This record from the OMol25 dataset describes a molecular structure, C24H30NO2S4Se2Zr in a non-equilibrium geometry. The level of theory is ωB97M-V with the def2-TZVPD basis set.

The geometry in XYZ format:
```
64
Properties=species:S:1:pos:R:3:forces:R:3:lowdin_charge:R:1
Zr -0.005 0.937 -0.260 1.0 1.1 0.0 1.09
S -2.516 0.933 3.465 0.5 -0.9 -0.2 1.16
C -0.910 0.554 4.073 -0.4 0.7 1.7 -0.43
C -0.449 0.642 5.423 -0.5 0.1 -0.9 -0.05
C 0.883 0.357 5.625 -0.1 0.0 -0.9 -0.06
C 1.752 0.036 4.551 -0.2 -0.7 -0.3 -0.05
C 1.282 -0.141 3.264 0.1 0.4 0.2 -0.02
C -0.061 0.204 3.053 -0.1 -0.3 -1.7 -0.32
N -0.672 0.223 1.784 -2.7 -0.9 0.8 -0.09
C -2.036 0.420 1.893 1.9 1.2 -1.3 -0.48
C -2.844 0.668 0.629 -0.9 0.6 0.7 -0.26
C -4.212 1.087 0.637 0.6 -0.4 -0.2 -0.04
C -4.745 1.619 -0.547 -0.4 -1.0 -0.5 -0.04
C -3.984 1.678 -1.769 -1.0 0.8 0.9 -0.04
C -2.676 1.251 -1.745 0.4 -0.2 -0.7 -0.16
C -2.139 0.738 -0.571 1.0 -0.5 0.8 -0.34
H -1.107 0.978 6.245 0.4 -0.4 -0.6 0.13
H 1.235 0.353 6.622 0.6 0.2 0.8 0.10
H 2.808 -0.160 4.679 0.0 0.0 0.5 0.11
H 1.941 -0.494 2.446 -0.6 0.5 0.7 0.11
H -4.842 0.929 1.531 0.3 0.4 -0.6 0.11
H -5.840 1.814 -0.555 1.0 0.2 -0.1 0.12
H -4.410 2.132 -2.684 0.1 -0.5 0.7 0.12
H -1.984 1.283 -2.620 -1.1 0.1 0.6 0.06
O 5.132 2.749 -1.906 -0.1 0.5 -1.0 -0.04
C 4.204 3.484 -1.142 0.1 0.6 1.1 -0.22
C 2.956 2.636 -0.827 -1.2 -1.4 -0.8 -0.52
C 3.362 1.172 -0.475 0.4 -0.1 0.8 -0.13
O 2.268 0.475 0.259 -0.2 1.0 0.0 -0.31
C 2.171 3.184 0.357 -1.4 1.6 0.8 -0.41
Se 0.060 3.439 0.529 1.1 -1.3 -0.9 0.56
C 2.084 2.663 -2.134 -0.9 -0.8 0.1 -0.37
Se 0.900 0.944 -2.651 0.8 1.2 0.2 0.56
H 5.538 3.404 -2.502 0.0 -0.7 0.2 0.11
H 3.867 4.414 -1.658 0.2 -0.6 0.3 0.15
H 4.751 3.772 -0.215 -0.7 0.0 -0.2 0.14
H 4.249 1.119 0.213 -0.7 0.2 -0.8 0.16
H 3.519 0.607 -1.381 0.3 -0.1 -0.2 0.11
H 2.302 -0.485 0.138 0.4 -0.2 -0.4 0.01
H 2.314 4.246 0.533 0.6 0.1 -0.3 0.04
H 2.359 2.731 1.310 0.5 -0.5 0.2 0.04
H 2.660 2.669 -3.054 0.3 0.2 0.2 0.05
H 1.365 3.502 -2.092 0.4 -0.5 -0.1 0.05
C -3.077 -3.267 -1.357 0.0 1.1 0.7 -0.54
C -2.623 -3.250 -2.795 -1.4 1.3 -1.9 -0.53
S -1.517 -1.846 -3.192 0.3 -0.4 0.0 0.82
C 0.118 -2.603 -3.372 -0.1 -0.3 0.6 -0.53
C 0.770 -3.107 -2.045 -0.5 0.1 -1.1 -0.44
S 0.598 -1.943 -0.629 0.5 -1.1 0.1 0.82
C 0.253 -3.188 0.658 -0.1 1.1 0.6 -0.48
C -1.242 -3.196 0.832 -0.7 -0.7 0.5 -0.56
S -2.040 -4.329 -0.319 -0.1 -0.1 0.0 0.90
H -4.071 -3.676 -1.237 -0.3 -0.1 -0.3 0.06
H -3.143 -2.182 -0.998 0.3 -1.5 -0.2 0.09
H -3.517 -2.909 -3.433 1.0 -0.9 0.8 0.09
H -2.234 -4.185 -3.232 -0.2 0.3 0.4 0.09
H 0.725 -1.783 -3.716 0.2 0.3 -0.5 0.01
H 0.043 -3.381 -4.173 0.4 0.5 0.9 0.10
H 1.845 -3.181 -2.147 0.2 -0.3 -0.4 0.07
H 0.334 -4.086 -1.800 0.2 0.6 0.4 0.06
H 0.711 -2.867 1.582 0.2 0.5 0.3 0.07
H 0.730 -4.135 0.458 -0.1 -0.3 -0.5 0.09
H -1.605 -2.213 0.596 -0.3 0.4 0.1 0.02
H -1.588 -3.442 1.847 0.4 -0.1 -0.2 0.09
```
Positions in Å, forces in eV/Å.

Charge: +1
HOMO energy, eV: -10.90
Maximum force, eV/A: 2.91
Frontier orbital gap, eV: 7.28

=====

This record from the OMol25 dataset describes a molecular structure, C29H48BrEuNOP2 in a non-equilibrium geometry. The level of theory is ωB97M-V with the def2-TZVPD basis set.

The geometry in XYZ format:
```
83
Properties=species:S:1:pos:R:3:forces:R:3:lowdin_charge:R:1
N -0.070 5.347 -8.267 -0.1 0.1 0.1 0.07
C 0.630 4.218 -8.415 0.0 -0.6 0.6 -0.12
C 0.716 3.251 -7.413 -0.1 0.5 -0.4 -0.01
C 0.005 3.434 -6.196 0.4 -0.6 0.3 -0.21
C -0.741 4.631 -6.057 -0.1 0.6 -0.6 0.00
C -0.731 5.555 -7.119 0.1 -0.7 0.4 -0.12
C 0.100 2.418 -5.183 2.2 1.2 -3.8 -0.03
Eu 0.894 -1.456 -1.548 -0.3 0.5 -0.5 1.36
P -3.581 -3.896 3.066 1.9 2.2 -1.0 1.20
C -0.753 2.341 -4.127 -2.0 -1.4 4.6 -0.01
C -0.456 1.611 -2.934 -0.6 1.9 -2.5 -0.27
C -1.499 1.367 -2.017 -1.0 0.1 0.5 -0.06
C -1.186 0.848 -0.768 0.2 -0.3 0.7 -0.20
C 0.151 0.899 -0.287 1.0 0.2 -0.5 -0.50
C 1.209 1.102 -1.257 1.1 -0.7 1.9 -0.34
C 0.882 1.257 -2.605 0.2 -0.6 -1.6 -0.16
Br -0.501 -2.132 0.753 -0.2 -0.5 0.7 -0.01
H 0.861 1.650 -5.333 -0.3 0.2 0.0 0.12
H -1.727 2.849 -4.177 0.3 -0.4 -0.1 0.13
H 1.298 2.349 -7.581 -0.1 0.1 0.1 0.11
H -1.309 4.869 -5.154 0.2 -0.1 -0.3 0.11
H 1.136 4.057 -9.371 -0.2 0.2 0.3 0.12
H -1.286 6.496 -7.055 0.2 -0.4 0.1 0.11
H -2.539 1.626 -2.286 0.7 -0.4 0.2 0.13
H 1.663 1.318 -3.366 -0.2 0.2 0.3 0.10
H -1.964 0.447 -0.131 -0.1 0.4 0.0 0.07
H 2.248 1.140 -0.913 -0.5 0.2 -0.3 0.08
P 0.556 1.353 1.408 -1.2 0.8 -0.2 0.99
C -3.026 -4.349 1.366 -0.2 -0.9 0.2 -0.42
C -4.007 -5.267 0.628 -0.1 -0.1 -0.1 -0.14
H -2.045 -4.837 1.482 -0.3 0.2 0.0 0.08
H -2.857 -3.415 0.808 -0.1 0.0 0.5 0.01
H -3.543 -5.623 -0.296 -0.1 0.1 0.1 0.08
H -4.272 -6.139 1.234 0.1 0.1 -0.2 0.08
H -4.931 -4.746 0.359 0.1 -0.1 0.1 0.08
C -4.316 -2.225 2.889 -1.2 -0.5 0.0 -0.37
C -5.187 -1.758 4.062 -0.1 0.1 0.0 -0.13
H -4.932 -2.291 1.978 0.2 0.2 0.2 0.09
H -3.477 -1.538 2.708 0.1 -0.3 -0.1 0.09
H -5.682 -0.822 3.786 0.1 -0.2 0.1 0.08
H -5.972 -2.485 4.301 0.2 0.2 -0.1 0.08
H -4.610 -1.561 4.969 0.0 -0.1 -0.1 0.07
C -2.071 -3.562 4.078 -0.6 -0.7 0.8 -0.37
C -1.495 -4.862 4.655 0.3 0.0 0.1 -0.14
H -2.423 -2.924 4.908 0.2 -0.1 -0.3 0.09
H -1.327 -3.003 3.485 -0.5 -0.2 -0.3 0.05
H -0.514 -4.670 5.108 -0.3 -0.1 -0.1 0.09
H -2.158 -5.251 5.431 0.1 0.0 -0.1 0.08
H -1.367 -5.641 3.894 0.0 0.2 0.1 0.07
C 1.594 0.675 2.752 0.5 -1.0 0.0 -0.31
C 2.227 1.754 3.654 0.3 0.4 0.0 -0.11
H 2.365 0.014 2.338 -0.2 0.3 0.2 0.05
H 0.946 0.021 3.356 0.1 0.1 -0.3 0.08
H 3.117 2.214 3.195 -0.4 -0.3 0.1 0.07
H 1.554 2.588 3.898 0.0 -0.4 0.0 0.08
H 2.553 1.310 4.603 -0.2 0.0 -0.3 0.09
C -1.082 1.395 2.165 -0.3 -0.1 0.6 -0.35
C -1.849 2.716 2.021 -0.5 -0.1 -0.1 -0.11
H -0.972 1.075 3.219 -0.1 0.5 -0.4 0.09
H -1.647 0.583 1.683 0.3 0.2 0.3 0.04
H -1.240 3.594 2.286 -0.3 -0.3 0.0 0.07
H -2.236 2.846 0.990 0.3 0.0 0.5 0.08
H -2.727 2.651 2.687 0.4 0.3 -0.3 0.09
C 1.275 3.000 1.162 -0.5 0.4 0.0 -0.31
C 2.754 2.914 0.746 0.6 0.3 -0.3 -0.14
H 1.125 3.622 2.065 0.1 -0.4 -0.5 0.09
H 0.673 3.438 0.354 0.2 0.0 0.3 0.11
H 2.868 3.268 -0.293 0.0 -0.2 0.5 0.09
H 3.394 3.538 1.389 -0.3 -0.2 -0.2 0.09
H 3.157 1.884 0.774 -0.1 0.5 0.1 0.06
C 5.355 -2.297 -0.811 0.1 -0.3 -0.4 -0.13
C 5.093 -2.261 0.697 0.1 0.0 0.2 -0.13
C 3.602 -2.006 0.860 -0.4 0.5 -0.2 -0.15
O 3.021 -1.850 -0.481 0.7 -0.4 0.1 -0.38
C 4.069 -1.840 -1.500 -0.1 0.5 0.4 -0.18
H 6.212 -1.679 -1.073 -0.1 0.0 -0.1 0.12
H 5.577 -3.309 -1.146 0.1 0.0 0.1 0.12
H 5.659 -1.465 1.184 0.0 0.0 -0.1 0.12
H 5.401 -3.191 1.175 -0.1 0.0 -0.1 0.12
H 3.043 -2.797 1.354 0.1 0.0 0.0 0.12
H 3.431 -1.059 1.389 0.0 -0.4 -0.2 0.09
H 4.129 -0.811 -1.878 0.1 -0.2 0.0 0.12
H 3.761 -2.514 -2.313 0.1 0.1 0.2 0.12
```
Positions in Å, forces in eV/Å.

Expectation value of S²: 15.803
Charge: +2
HOMO energy (spin up / spin down), eV: -9.33 / -11.36
Maximum force, eV/A: 5.19
Frontier orbital gap (spin up / spin down), eV: 4.57 / 2.95
Spin multiplicity: 8

=====

This record from the OMol25 dataset describes 6 unconnected molecules or ions with the total composition C16H30Cl8O4S in a non-equilibrium geometry. The level of theory is ωB97M-V with the def2-TZVPD basis set.

The geometry in XYZ format:
```
59
Properties=species:S:1:pos:R:3:forces:R:3:lowdin_charge:R:1
O -4.269 3.728 2.573 0.1 -0.2 0.1 -0.33
S -3.256 2.781 2.176 -0.5 -0.3 0.2 0.68
O -2.562 2.990 0.929 0.4 0.1 -0.1 -0.34
C -2.090 2.473 3.525 -1.2 0.0 0.3 -0.22
C -1.830 0.978 3.388 1.2 0.6 -0.2 -0.24
C -3.206 0.334 3.264 0.7 -0.1 0.4 -0.22
C -3.895 1.041 2.095 0.8 0.7 1.2 -0.18
H -2.711 2.624 4.416 0.1 0.1 0.0 0.11
H -1.286 3.200 3.558 0.2 -0.2 -0.4 0.11
H -1.223 0.841 2.482 -0.2 -0.3 0.0 0.11
H -1.204 0.626 4.210 -0.3 -0.2 0.1 0.11
H -3.707 0.493 4.224 -0.3 0.0 -0.2 0.12
H -3.096 -0.744 3.143 -0.2 0.0 -0.3 0.12
H -4.971 1.019 2.208 -0.1 0.1 -0.6 0.10
H -3.426 0.733 1.168 -0.6 -0.4 -0.4 0.08
O 1.009 -0.795 0.859 0.2 -0.3 0.7 0.09
C 0.445 -0.145 0.030 -0.5 -0.8 -0.9 -0.51
C -0.872 -0.503 -0.658 0.6 1.1 0.0 -0.07
C -1.113 0.699 -1.568 -0.4 0.7 -0.5 -0.13
C 0.138 1.616 -1.443 -1.2 -0.4 0.8 -0.12
O 0.999 0.925 -0.516 0.5 1.1 -0.3 0.04
H -0.718 -1.457 -1.151 -0.1 -0.1 0.0 0.07
H -1.660 -0.561 0.085 0.0 -0.4 0.1 0.11
H -1.414 0.525 -2.601 0.3 -0.5 0.0 0.11
H -1.924 1.290 -1.147 -0.2 -0.1 0.0 0.09
H 0.677 1.923 -2.330 0.2 -0.5 -0.1 0.08
H -0.263 2.510 -0.969 0.6 0.3 0.2 0.11
Cl 1.229 -1.542 4.766 -0.2 0.4 0.5 0.56
C 2.185 -0.467 3.731 -0.5 0.1 -1.4 -0.68
C 3.175 -1.321 2.973 1.2 1.2 0.2 -0.67
Cl 4.574 -1.681 4.044 0.1 -0.5 0.3 0.52
H 2.609 0.411 4.214 0.4 -0.6 0.7 0.08
H 1.522 0.010 3.005 -0.2 -0.5 -0.1 0.04
H 3.678 -0.729 2.211 -0.5 0.0 -0.3 0.06
H 2.788 -2.239 2.557 -0.2 0.0 0.1 0.06
Cl 1.985 6.703 -1.665 0.0 0.2 0.0 0.53
C 3.044 5.911 -2.870 -1.1 0.2 -0.2 -0.65
C 2.266 5.524 -4.113 0.3 -0.5 0.4 -0.66
Cl 1.004 4.309 -3.793 -0.1 -0.1 0.0 0.56
H 3.423 5.044 -2.346 0.5 0.0 -0.2 0.06
H 3.767 6.640 -3.225 0.4 -0.1 0.5 0.07
H 2.987 5.043 -4.772 -0.2 0.2 -0.3 0.07
H 1.777 6.378 -4.565 0.1 0.1 -0.1 0.07
Cl -1.429 -5.489 -1.405 0.1 -0.1 -0.1 0.55
C -1.580 -4.924 -3.104 -1.1 -0.2 0.3 -0.62
C -1.645 -3.420 -3.109 1.6 0.5 0.4 -0.69
Cl -3.041 -2.748 -2.264 -0.3 -0.1 -0.1 0.59
H -2.521 -5.344 -3.452 0.1 -0.1 -0.2 0.06
H -0.752 -5.339 -3.666 0.1 0.2 -0.1 0.08
H -1.524 -2.924 -4.070 -0.5 -0.4 -0.3 0.08
H -0.754 -3.092 -2.563 -0.2 0.2 0.1 0.02
Cl 2.367 -6.036 0.204 -0.3 0.3 0.0 0.52
C 2.890 -4.633 -0.813 0.2 -0.7 1.1 -0.65
C 1.739 -3.800 -1.304 -0.4 -0.5 -1.1 -0.66
Cl 2.486 -2.389 -2.118 -0.3 0.3 0.1 0.58
H 3.481 -5.133 -1.571 -0.1 0.5 -0.5 0.06
H 3.554 -4.038 -0.192 0.0 0.0 0.0 0.06
H 0.966 -3.519 -0.593 0.6 0.3 0.5 0.06
H 1.170 -4.311 -2.084 0.3 -0.2 0.0 0.03
```
Positions in Å, forces in eV/Å.

Charge: 0
SMILES: O=S1(=O)CCCC1.O=C1CCCO1.ClCCCl.ClCCCl.ClCCCl.ClCCCl
HOMO energy, eV: -10.31
Maximum force, eV/A: 1.74
Frontier orbital gap, eV: 10.66

=====

This record from the OMol25 dataset describes 2 unconnected molecules or ions with the total composition C4H9NO2. The level of theory is ωB97M-V with the def2-TZVPD basis set.

The geometry in XYZ format:
```
16
Properties=species:S:1:pos:R:3:forces:R:3:lowdin_charge:R:1
C -1.030 -0.871 -0.331 0.0 0.2 -0.2 0.05
C -0.419 0.309 -0.430 -0.2 -0.2 -0.1 -0.39
C -1.167 1.617 -0.414 0.0 0.1 0.0 -0.05
N 0.981 0.455 -0.629 0.0 0.0 -0.1 0.08
C 1.988 -0.431 -0.381 0.0 -0.2 0.0 -0.31
O 1.893 -1.531 0.128 -0.1 0.3 -0.3 0.02
H -2.091 -0.908 -0.104 0.2 0.1 -0.1 0.08
H -0.511 -1.814 -0.438 0.0 0.2 0.1 0.07
H -0.675 2.387 0.195 0.0 -0.2 -0.1 0.08
H -2.181 1.469 -0.030 0.2 0.0 -0.1 0.08
H -1.258 2.001 -1.438 0.0 0.0 0.2 0.09
H 1.283 1.343 -1.002 0.0 -0.1 0.0 0.13
H 2.964 -0.031 -0.711 -0.1 0.0 0.1 0.14
O -0.055 -1.549 2.191 0.1 0.2 0.1 -0.08
H -0.309 -0.667 1.894 -0.2 -0.2 0.3 0.01
H 0.587 -1.779 1.500 0.1 -0.2 0.2 -0.01
```
Positions in Å, forces in eV/Å.

Charge: 0
SMILES: C=C(C)NC=O.O
HOMO energy, eV: -9.19
Maximum force, eV/A: 0.46
Frontier orbital gap, eV: 9.74

=====

This record from the OMol25 dataset describes a single C2H3N5O molecule in a non-equilibrium geometry. The level of theory is ωB97M-V with the def2-TZVPD basis set.

The geometry in XYZ format:
```
11
Properties=species:S:1:pos:R:3:forces:R:3:lowdin_charge:R:1
N -2.701 0.288 -0.214 5.8 1.3 -0.2 0.06
N -1.669 -0.750 -0.099 3.1 1.7 1.6 0.04
C -0.454 -0.358 0.281 -2.4 -1.5 -4.1 -0.25
N 0.616 -1.397 0.097 2.6 2.9 -0.1 0.07
N 1.854 -1.005 -0.114 -4.1 0.6 1.1 0.00
N 2.158 0.429 -0.061 -3.6 0.3 -1.0 0.03
C 1.078 1.239 -0.099 7.0 2.9 2.4 -0.27
O -0.154 1.074 0.104 -3.0 -3.5 0.7 0.03
H -2.318 1.023 0.439 -1.3 -0.5 -1.0 0.10
H -3.304 -0.257 0.250 -4.1 -1.6 2.0 0.01
H 1.297 2.406 0.126 0.0 -2.7 -1.3 0.18
```
Positions in Å, forces in eV/Å.

Charge: 0
SMILES: N/N=c1/nnnco1
HOMO energy, eV: -9.79
Maximum force, eV/A: 7.93
Frontier orbital gap, eV: 8.85